This record from the Open Molecules 2025 dataset describes a 3-piece molecular cluster, C26H26F13NO10S3 overall. The level of theory is wB97M-V/def2-TZVPD.

Its structure (SMILES) is O=C(O)CCCc1ccc(S(=O)(=O)C(F)(F)C(F)(F)C(F)(F)C(F)(F)F)c2c1C(=O)N(C(F)(F)C(F)F)C2=O.O=S1(=O)CCCC1.O=S1(=O)CCCC1. The HOMO-LUMO gap is 0.336 hartree. As for the spin multiplicity: 1.

The geometry in XYZ format:
```
79
Properties=species:S:1:pos:R:3:forces:R:3
O 3.7308 -0.4563 3.7076 -0.072 -0.320 0.611
C 3.9400 -0.0691 2.5943 0.187 -0.016 0.145
O 4.0222 -0.9031 1.5453 -0.282 0.348 -0.689
C 4.1194 1.3893 2.2855 -0.040 -0.145 -0.278
C 3.0616 2.2165 3.0320 0.266 0.328 -0.606
C 2.6590 3.5106 2.2676 0.221 -0.138 0.413
C 1.3141 3.3954 1.6260 -0.246 0.229 -0.358
C 0.1505 3.6255 2.3708 -0.214 -0.116 -0.452
C -1.1210 3.5417 1.8051 0.456 -0.009 -0.227
C -1.2743 3.2215 0.4486 0.436 -0.143 0.053
S -2.8972 3.1356 -0.2453 -0.570 0.874 -0.320
O -2.9475 2.4908 -1.5134 0.325 -0.491 0.080
O -3.5005 4.4255 -0.0999 0.071 -0.013 0.408
C -3.9145 2.0371 0.8834 0.283 -0.074 -0.442
F -5.1613 2.2120 0.4394 -0.123 0.055 0.067
F -3.8414 2.4553 2.1539 -0.006 -0.011 0.132
C -3.5463 0.5306 0.7503 -0.216 0.091 -0.034
F -4.1859 0.0326 -0.3177 0.029 -0.024 -0.032
F -2.2215 0.4053 0.5422 0.105 0.091 0.233
C -3.9089 -0.3637 1.9626 -0.062 -0.380 -0.209
F -3.4171 -1.5915 1.6832 -0.025 -0.046 -0.040
F -3.3182 0.0702 3.0816 0.078 0.164 0.037
C -5.4222 -0.5667 2.2384 0.327 -0.332 0.526
F -6.0009 -1.2315 1.2540 -0.146 0.080 -0.177
F -5.5183 -1.2998 3.3548 -0.080 0.039 -0.048
F -6.0367 0.5875 2.4408 -0.132 0.203 -0.069
C -0.1264 2.9948 -0.3099 -0.118 -0.021 0.053
C 1.1341 3.0652 0.2792 -0.213 0.300 0.348
C 2.1686 2.7331 -0.7573 -1.224 -0.345 0.317
O 3.3284 2.9515 -0.7513 1.120 -0.109 0.089
N 1.4357 2.1336 -1.8352 0.080 0.410 -0.237
C 1.5986 0.7365 -2.0733 0.635 0.310 0.297
F 0.5934 0.2972 -2.8346 -0.216 -0.007 -0.255
F 1.5125 0.0693 -0.8812 -0.147 -0.142 -0.060
C 2.9559 0.3627 -2.7308 0.023 -0.207 -0.071
F 3.8340 -0.0268 -1.7822 0.033 0.118 0.076
F 3.4650 1.4325 -3.3705 -0.033 0.070 -0.083
C 0.1049 2.6952 -1.7759 0.404 -0.467 0.784
O -0.5169 2.9708 -2.7359 -0.735 0.070 -0.577
H 3.2875 -1.5404 1.6100 0.163 -0.321 0.217
H 5.1222 1.6555 2.6127 0.125 0.188 -0.052
H 4.0609 1.5378 1.2128 0.055 0.038 -0.126
H 2.1797 1.6007 3.1791 -0.098 -0.047 0.311
H 3.4689 2.5142 3.9890 -0.152 -0.174 0.323
H 2.6380 4.3229 2.9902 -0.215 0.160 0.037
H 3.4061 3.7865 1.5333 0.128 -0.092 -0.154
H 0.2419 3.8891 3.4146 -0.001 -0.007 0.085
H -1.9832 3.7415 2.4201 -0.057 0.024 0.008
H 2.8031 -0.4427 -3.4429 -0.019 -0.094 -0.059
C -1.2608 -2.3116 -5.6302 0.038 0.098 -0.013
C -1.3645 -1.3249 -6.8014 0.020 -0.053 0.016
C 0.0066 -0.6549 -6.9579 -0.300 0.109 -0.061
S 1.2132 -1.8439 -6.3573 -0.217 -0.065 -0.166
O 1.8362 -1.3019 -5.1741 0.154 -0.045 -0.026
O 2.0054 -2.3369 -7.4522 0.162 0.038 0.096
C 0.0328 -3.0899 -5.8525 -0.262 -0.059 0.117
H -2.1212 -2.9771 -5.5830 -0.002 -0.003 0.005
H -1.2071 -1.7626 -4.6874 0.010 -0.023 0.012
H -1.6168 -1.8675 -7.7145 0.018 -0.015 0.002
H -2.1436 -0.5828 -6.6355 0.007 0.012 -0.002
H 0.2410 -0.4168 -7.9918 0.122 -0.001 0.019
H 0.0931 0.2392 -6.3431 0.083 -0.042 0.054
H 0.4017 -3.5935 -4.9621 0.124 0.034 -0.031
H -0.0623 -3.7997 -6.6734 0.047 0.011 -0.026
C -0.8480 -3.9986 3.4590 0.085 -0.023 0.028
C 0.1238 -4.2347 4.6245 -0.046 0.056 -0.052
C 1.4124 -3.4619 4.3106 0.005 -0.258 0.185
S 0.9181 -2.0688 3.2913 -0.460 -0.059 0.256
O 1.5015 -2.2227 1.9724 0.186 0.158 0.025
O 1.0319 -0.8389 4.0217 -0.012 0.234 -0.130
C -0.8131 -2.4987 3.1878 -0.133 -0.362 -0.118
H -1.8560 -4.3370 3.6939 0.000 -0.003 0.000
H -0.5072 -4.5441 2.5762 -0.021 0.014 -0.016
H -0.3164 -3.8583 5.5498 -0.004 0.022 -0.011
H 0.3305 -5.2939 4.7679 0.023 0.003 0.012
H 1.9021 -3.0776 5.2011 0.084 0.099 -0.073
H 2.1133 -4.0612 3.7331 0.018 0.082 -0.069
H -1.1926 -2.2209 2.2092 0.110 0.086 -0.022
H -1.3307 -1.9401 3.9665 0.049 0.058 -0.001
```
Positions in Å, forces in eV/Å.

Atom charges from the Löwdin analysis, given in e for atoms 1 to 8: 0.10 -0.54 0.10 -0.08 -0.13 -0.12 -0.12 0.03